#one
Below is a 6-piece molecular cluster, C6H18N6O12 overall, with properties calculated with ωB97M-V/def2-TZVPD.

Values from the calculation:
LUMO level = -0.001 Ha
HOMO energy = -10.8 eV
structure (SMILES) = C[N+](=O)[O-].C[N+](=O)[O-].C[N+](=O)[O-].C[N+](=O)[O-].C[N+](=O)[O-].C[N+](=O)[O-]

Geometry as ORCA input:
```
! RIJCOSX wB97M-V def2-TZVPD def2/J DEFGRID3
* xyz 0 1
C -4.39 -1.59 1.30
N -4.56 -0.51 2.34
O -5.23 0.45 2.06
O -4.00 -0.70 3.39
H -4.10 -1.12 0.36
H -5.37 -2.04 1.21
H -3.59 -2.23 1.67
C 0.76 0.38 0.27
N -0.60 0.34 0.88
O -1.49 -0.27 0.33
O -0.67 0.86 1.97
H 0.85 1.03 -0.60
H 0.81 -0.64 -0.12
H 1.51 0.43 1.05
C -1.74 -2.69 -2.44
N -0.95 -1.51 -2.87
O 0.20 -1.48 -2.50
O -1.51 -0.69 -3.57
H -2.76 -2.62 -2.80
H -1.66 -2.79 -1.36
H -1.23 -3.51 -2.94
C -1.37 4.16 -3.86
N -1.36 4.07 -2.36
O -1.73 5.08 -1.80
O -0.90 3.11 -1.79
H -1.63 5.18 -4.09
H -2.10 3.48 -4.28
H -0.33 4.01 -4.14
C 3.16 -3.79 0.89
N 3.16 -2.93 2.11
O 3.89 -3.21 3.03
O 2.47 -1.93 2.05
H 2.23 -4.34 0.88
H 4.02 -4.45 0.95
H 3.20 -3.22 -0.04
C 3.44 2.62 1.74
N 4.33 1.73 2.58
O 5.46 2.11 2.82
O 3.87 0.70 3.04
H 3.79 2.50 0.72
H 3.72 3.65 1.96
H 2.41 2.37 1.97
*
```

Okay, here come the natural (NBO) numbers, in e, for every atom:
1. C -0.484
2. N 0.541
3. O -0.378
4. O -0.372
5. H 0.235
6. H 0.226
7. H 0.230
8. C -0.501
9. N 0.547
10. O -0.417
11. O -0.355
12. H 0.248
13. H 0.234
14. H 0.243
15. C -0.485
16. N 0.543
17. O -0.396
18. O -0.365
19. H 0.232
20. H 0.241
21. H 0.231
22. C -0.485
23. N 0.536
24. O -0.377
25. O -0.379
26. H 0.234
27. H 0.239
28. H 0.233
29. C -0.490
30. N 0.531
31. O -0.349
32. O -0.392
33. H 0.232
34. H 0.231
35. H 0.236
36. C -0.491
37. N 0.526
38. O -0.384
39. O -0.362
40. H 0.233
41. H 0.238
42. H 0.241


#two
Below is a 6-piece molecular cluster, C6H18N6O12 overall, with properties calculated with ωB97M-V/def2-TZVPD.

Values from the calculation:
LUMO level = -0.023 Ha
HOMO energy = -10.9 eV
structure (SMILES) = C[N+](=O)[O-].C[N+](=O)[O-].C[N+](=O)[O-].C[N+](=O)[O-].C[N+](=O)[O-].C[N+](=O)[O-]

Geometry as ORCA input:
```
! RIJCOSX wB97M-V def2-TZVPD def2/J DEFGRID3
* xyz 0 1
C 6.01 26.51 26.84
N 4.82 26.96 27.57
O 4.65 28.14 27.58
O 4.11 26.18 28.16
H 6.01 25.43 26.96
H 6.94 26.90 27.26
H 5.98 26.79 25.78
C 2.97 27.06 18.30
N 2.61 27.59 16.97
O 2.11 28.72 16.82
O 2.97 26.93 15.98
H 3.84 26.40 18.26
H 2.00 26.72 18.66
H 3.16 27.93 18.93
C -0.18 25.47 22.41
N 0.96 26.17 21.91
O 2.02 25.64 22.34
O 0.97 26.92 21.01
H -0.15 24.49 21.93
H -1.08 26.01 22.12
H -0.05 25.31 23.48
C 8.72 22.74 19.66
N 9.02 22.41 21.10
O 10.13 21.83 21.32
O 8.30 22.82 21.99
H 7.64 22.85 19.67
H 8.98 21.84 19.12
H 9.34 23.64 19.60
C 5.38 29.41 20.13
N 5.63 29.48 21.62
O 5.01 28.61 22.26
O 6.44 30.27 22.04
H 6.02 28.60 19.77
H 5.73 30.34 19.69
H 4.35 29.27 19.82
C 5.55 25.38 22.32
N 6.29 25.72 21.08
O 5.74 25.59 19.99
O 7.41 26.22 21.19
H 4.56 25.04 22.01
H 5.50 26.26 22.96
H 6.02 24.50 22.75
*
```

Okay, here come the natural (NBO) numbers, in e, for every atom:
1. C -0.493
2. N 0.533
3. O -0.368
4. O -0.379
5. H 0.226
6. H 0.243
7. H 0.239
8. C -0.481
9. N 0.507
10. O -0.379
11. O -0.381
12. H 0.259
13. H 0.249
14. H 0.223
15. C -0.484
16. N 0.531
17. O -0.442
18. O -0.330
19. H 0.248
20. H 0.228
21. H 0.252
22. C -0.472
23. N 0.517
24. O -0.404
25. O -0.365
26. H 0.229
27. H 0.240
28. H 0.254
29. C -0.490
30. N 0.537
31. O -0.423
32. O -0.326
33. H 0.245
34. H 0.229
35. H 0.228
36. C -0.493
37. N 0.531
38. O -0.410
39. O -0.374
40. H 0.246
41. H 0.254
42. H 0.243


It is #one that is the most stable of them.


#one
Below is one molecule with the formula CH5NOS2, with properties calculated with ωB97M-V/def2-TZVPD.

Values from the calculation:
LUMO level = 0.004 Ha
HOMO energy = -8.5 eV
structure (SMILES) = CSNSO

Geometry as ORCA input:
```
! RIJCOSX wB97M-V def2-TZVPD def2/J DEFGRID3
* xyz 0 1
C -1.84 -0.43 0.34
S -0.91 1.07 0.14
N 0.59 0.33 -1.12
S 1.73 -0.64 -0.48
O 2.93 0.20 0.20
H -2.04 -0.78 -0.64
H -2.83 -0.01 0.83
H -1.40 -1.00 1.10
H 1.06 1.08 -1.50
H 2.69 0.18 1.13
*
```

Okay, here come the natural (NBO) numbers, in e, for every atom:
1. C -0.765
2. S 0.226
3. N -0.869
4. S 0.710
5. O -0.854
6. H 0.238
7. H 0.239
8. H 0.222
9. H 0.369
10. H 0.484


#two
Below is one molecule with the formula CH5NOS2, with properties calculated with ωB97M-V/def2-TZVPD.

Values from the calculation:
LUMO level = 0.004 Ha
HOMO energy = -8.9 eV

Geometry as ORCA input:
```
! RIJCOSX wB97M-V def2-TZVPD def2/J DEFGRID3
* xyz 0 1
C 0.53 -1.28 0.27
N -0.38 1.79 -0.67
O 3.01 -0.34 0.09
S 0.88 1.68 0.54
S 1.70 -0.07 -0.47
H -0.41 -0.95 -0.04
H 0.40 -1.21 1.30
H 0.89 -2.27 0.02
H -1.16 1.21 -0.24
H -0.73 2.71 -0.74
*
```

Okay, here come the natural (NBO) numbers, in e, for every atom:
1. C -0.832
2. N -0.957
3. O -0.946
4. S 0.122
5. S 1.183
6. H 0.219
7. H 0.234
8. H 0.239
9. H 0.361
10. H 0.378


It is #two that is the most stable of them.